1.
Formula: C34H54O25S
Source: the Open Molecules 2025 dataset
Level of theory: wB97M-V/def2-TZVPD

As for the HOMO energy: -0.337 Ha.

```
114
Properties=species:S:1:pos:R:3:mulliken_charge:R:1
C -12.6366 -21.8910 -43.4233 -1.342
C -14.1011 -21.2040 -43.3791 0.480
C -14.2976 -19.6949 -43.4709 -0.413
O -15.1057 -19.5212 -44.6344 -0.328
C -15.5738 -20.7408 -45.0287 0.644
O -16.4156 -20.8215 -45.9222 -0.560
O -14.9502 -21.7374 -44.4048 -0.324
H -12.0292 -21.5369 -44.2562 0.366
H -12.6728 -22.9787 -43.3624 0.323
H -12.0006 -21.4576 -42.6514 0.389
H -14.3770 -21.3592 -42.3361 0.180
H -13.2952 -19.2703 -43.5250 0.300
H -14.9169 -19.2418 -42.6967 0.285
C -7.4856 -24.2196 -31.6812 -1.386
C -8.6469 -23.3390 -31.5353 0.415
C -8.4417 -21.9800 -30.9207 -0.366
O -8.9654 -21.1284 -31.9684 -0.291
C -9.3864 -21.7945 -33.0839 0.631
O -9.8564 -21.2819 -34.1355 -0.557
O -9.2998 -23.2144 -32.8297 -0.342
H -7.6001 -25.2650 -31.9678 0.339
H -6.9278 -24.2248 -30.7447 0.358
H -6.8540 -23.7407 -32.4295 0.340
H -9.4682 -23.7644 -30.9587 0.260
H -7.3563 -21.8958 -30.9741 0.299
H -8.8502 -21.8013 -29.9261 0.299
C -3.4624 -16.3371 -31.4027 -1.338
C -3.8783 -15.5708 -30.1694 0.338
C -3.7366 -13.9844 -30.1657 -0.441
O -4.9865 -13.6160 -29.6182 -0.316
C -5.7694 -14.5951 -29.4662 0.711
O -6.9421 -14.5164 -29.1527 -0.598
O -5.2247 -15.6579 -29.9525 -0.359
H -2.4108 -16.6196 -31.4519 0.367
H -3.4970 -15.8166 -32.3598 0.353
H -4.2638 -17.0520 -31.5887 0.340
H -3.3986 -15.9676 -29.2747 0.304
H -3.7307 -13.7103 -31.2206 0.332
H -2.8556 -13.7538 -29.5667 0.307
C 2.5668 -19.1050 -40.6823 -1.291
C 3.3124 -18.7330 -42.0105 0.432
C 3.8458 -19.9579 -42.7616 -0.381
O 3.2771 -19.7746 -44.0288 -0.341
C 2.4578 -18.7161 -44.1036 0.681
O 1.7874 -18.4867 -45.0959 -0.568
O 2.3968 -18.1573 -42.9270 -0.352
H 3.3886 -19.1960 -39.9720 0.345
H 2.0550 -20.0596 -40.8042 0.335
H 1.7977 -18.4655 -40.2493 0.330
H 4.1496 -18.0872 -41.7456 0.263
H 3.4751 -20.8357 -42.2323 0.246
H 4.9312 -20.0570 -42.7467 0.301
C -6.3617 -14.5929 -46.3893 -1.298
C -5.2336 -13.6257 -46.7602 0.366
C -5.0684 -13.5305 -48.1907 -0.465
O -4.7707 -12.1749 -48.3796 -0.334
C -5.1129 -11.4539 -47.2977 0.681
O -5.1830 -10.1972 -47.3116 -0.587
O -5.5944 -12.3178 -46.4096 -0.332
H -7.3055 -14.1756 -46.7399 0.359
H -6.2088 -14.8963 -45.3536 0.331
H -6.0723 -15.5074 -46.9071 0.375
H -4.2835 -13.9081 -46.3067 0.287
H -5.9326 -13.7346 -48.8228 0.292
H -4.2869 -14.1913 -48.5656 0.324
C -10.2142 -13.8634 -35.8354 -1.429
C -9.4789 -13.7197 -37.1514 0.489
C -10.3478 -13.8326 -38.3904 -0.446
O -9.9164 -12.8678 -39.2876 -0.288
C -9.0545 -12.0396 -38.5764 0.596
O -8.5081 -11.0056 -39.1083 -0.593
O -8.8518 -12.4606 -37.3507 -0.314
H -10.7255 -12.9421 -35.5566 0.370
H -9.5836 -13.9093 -34.9475 0.364
H -10.8886 -14.7194 -35.8147 0.355
H -8.7198 -14.4926 -37.2721 0.252
H -11.3752 -13.6859 -38.0571 0.306
H -10.2619 -14.8906 -38.6382 0.336
C 0.6156 -12.5250 -37.0452 -1.386
C 0.3979 -12.3933 -38.5086 0.515
C -0.3729 -11.2243 -39.0568 -0.399
O 0.6093 -10.5234 -39.8032 -0.349
C 1.8234 -11.0811 -39.6576 0.692
O 2.8138 -10.5802 -40.1552 -0.574
O 1.7072 -12.1325 -38.9305 -0.348
H 1.2650 -11.7626 -36.6151 0.346
H 1.0686 -13.4843 -36.7947 0.336
H -0.3579 -12.4471 -36.5610 0.385
H -0.0426 -13.2918 -38.9409 0.250
H -0.7847 -10.5715 -38.2871 0.239
H -1.1513 -11.5245 -39.7583 0.294
C -5.4181 -29.4720 -46.9265 -1.345
C -5.3332 -28.4750 -45.7875 0.339
C -3.9642 -27.9174 -45.4288 -0.375
O -3.7854 -26.8805 -46.3472 -0.315
C -5.0713 -26.5328 -46.8477 0.636
O -5.2910 -25.7211 -47.7753 -0.538
O -5.9596 -27.2445 -46.1015 -0.368
H -4.9973 -30.4133 -46.5732 0.367
H -4.9320 -29.1699 -47.8541 0.307
H -6.4629 -29.6407 -47.1876 0.365
H -5.8505 -28.9436 -44.9502 0.357
H -3.1269 -28.6050 -45.5480 0.326
H -4.0933 -27.5982 -44.3947 0.243
C -4.9339 -22.0303 -40.1028 -0.891
S -5.0166 -20.3010 -40.6729 0.484
O -4.2192 -19.4315 -39.7337 -0.600
C -4.0341 -20.4950 -42.3085 -0.886
H -5.3249 -22.7456 -40.8264 0.320
H -5.4828 -22.3379 -39.2128 0.333
H -3.8746 -22.0876 -39.8521 0.293
H -3.2013 -21.1608 -42.0823 0.288
H -3.6293 -19.6140 -42.8068 0.324
H -4.6259 -21.0884 -43.0054 0.335
```



2.
Formula: C24H16IN2O3Ti
Source: the Open Molecules 2025 dataset
Level of theory: wB97M-V/def2-TZVPD

The spin multiplicity is 2. As for the HOMO energy (spin up / spin down): -0.295 / -0.299 Ha. Its expectation value of S² is 0.754.

```
47
Properties=species:S:1:pos:R:3:nbo_charge:R:1
Ti -0.9387 0.6492 -0.7949 1.480
O -1.9267 -3.6095 -1.4787 -0.684
C -1.9871 -3.9912 -0.1875 0.431
C -2.1705 -5.3524 0.0580 -0.302
C -2.2456 -5.8239 1.3510 -0.163
C -2.1383 -4.9501 2.4322 -0.265
C -1.9553 -3.6054 2.1954 -0.128
C -1.8766 -3.1004 0.8924 -0.248
C -1.6732 -1.6578 0.6839 0.579
O -1.6157 -1.2003 -0.5584 -0.817
N -1.5609 -0.8647 1.7027 -0.392
N -1.3477 0.4383 1.2516 -0.378
C -1.4647 1.3626 2.1327 0.158
C -1.3307 2.7748 1.8512 -0.210
C -1.2963 3.6743 2.9255 -0.138
C -1.1783 5.0293 2.7218 -0.259
C -1.1040 5.5138 1.4132 -0.177
C -1.1520 4.6528 0.3377 -0.226
C -1.2681 3.2734 0.5347 0.364
O -1.3319 2.4638 -0.5165 -0.757
H -1.8099 -2.6415 -1.4957 0.509
H -2.2511 -6.0153 -0.7929 0.224
H -2.3892 -6.8832 1.5229 0.213
H -2.1968 -5.3219 3.4459 0.214
H -1.8662 -2.9050 3.0139 0.233
H -1.6830 1.0503 3.1529 0.204
H -1.3596 3.2780 3.9326 0.212
H -1.1458 5.7096 3.5612 0.218
H -1.0122 6.5780 1.2371 0.216
H -1.1032 5.0184 -0.6793 0.220
I -0.5842 0.5217 -3.6549 0.283
C 1.5092 0.4147 -3.4033 -0.077
C 2.2761 0.3380 -4.5257 -0.258
C 3.6783 0.2653 -4.3863 -0.215
C 4.2368 0.2741 -3.1428 -0.183
C 3.4357 0.3541 -1.9775 0.017
C 4.0262 0.3619 -0.6898 -0.210
C 3.2471 0.4357 0.4236 -0.195
C 1.8395 0.5049 0.3006 -0.215
C 1.1913 0.5057 -0.9159 -0.420
C 2.0192 0.4274 -2.0810 -0.144
H 1.8250 0.3317 -5.5085 0.226
H 4.2962 0.2028 -5.2720 0.220
H 5.3126 0.2184 -3.0263 0.212
H 5.1057 0.3056 -0.6126 0.210
H 3.7005 0.4387 1.4072 0.212
H 1.2639 0.5553 1.2187 0.206
```



3.
Formula: C3H7P
Source: the Open Molecules 2025 dataset
Level of theory: wB97M-V/def2-TZVPD

As for the HOMO energy: -0.341 Ha.

```
11
Properties=species:S:1:pos:R:3:nbo_charge:R:1
C -1.3666 -0.4665 0.0439 -0.702
C 0.0169 -0.4488 -0.3934 -0.355
C 0.9709 0.6375 -0.1013 -0.658
P -0.3905 -1.9174 0.6358 0.440
H -1.6044 0.3851 0.6901 0.235
H -2.0672 -0.5772 -0.8020 0.251
H 0.3644 -0.7513 -1.8427 0.166
H 0.7440 1.4077 -0.9399 0.226
H 1.9371 0.2525 -0.3684 0.217
H 1.0516 0.8280 0.9989 0.219
H 0.2753 -1.5665 1.8793 -0.039
```



4.
Formula: CH6NOS
Source: the Open Molecules 2025 dataset
Level of theory: wB97M-V/def2-TZVPD

The spin multiplicity is 3. As for the HOMO energy (spin up / spin down): -0.446 / -0.586 Ha. Its expectation value of S² is 2.007. As for the total charge: +1.

```
10
Properties=species:S:1:pos:R:3:nbo_charge:R:1
C -0.1849 0.9238 1.3139 -0.638
N 0.5128 -1.3168 -0.5147 -0.839
O -0.7062 1.0916 -1.0358 -0.837
S 0.5541 0.9589 -0.0232 1.045
H -1.2376 0.8169 1.2810 0.258
H 0.2686 1.2580 2.3186 0.289
H 0.6264 -1.9127 -1.3404 0.422
H -0.3855 -1.4184 -0.2176 0.382
H 1.1221 -1.5464 0.1775 0.386
H -0.5698 1.1450 -1.9594 0.531
```



5.
Formula: C5H8N2
Source: the Open Molecules 2025 dataset
Level of theory: wB97M-V/def2-TZVPD

As for the HOMO energy: -0.295 Ha.

```
15
Properties=species:S:1:pos:R:3:nbo_charge:R:1
C 1.4919 0.7108 1.2239 -0.863
C 0.3427 -0.8711 -1.2718 -0.190
C -0.9307 -1.2942 -0.6610 -0.175
C -1.0244 -1.5525 0.7786 0.251
N -1.1359 -1.7697 1.9090 -0.298
N -0.5639 0.0657 -1.0362 -0.183
C -0.9964 1.2800 -0.8770 -0.259
H 1.2000 0.6598 2.2672 0.217
H 1.5344 -0.3025 0.8181 0.221
H 2.5019 1.1178 1.1031 0.210
H 0.9040 -1.1494 -2.1468 0.226
H -1.7369 -1.7642 -1.2314 0.221
H 0.7359 1.3371 0.7444 0.203
H -1.8811 1.4490 -0.2783 0.210
H -0.4413 2.0835 -1.3418 0.207
```



The total energy results, record by record, are as follows: -3606.9762; -2406.6597; -459.7346; -569.4098; -304.6618 Eh.
The M results, record by record, are as follows: 894.848; 555.174; 74.063; 80.132; 96.133 g/mol.
The ΔE to the lowest compared entry with this formula, charge and spin results, record by record, are as follows: 7.075; 0.000; 2.067; 1.776; 4.728 eV.